ORCA calculation (ωB97M-V with the def2-TZVPD basis set) on a single C3H10SSi molecule in a non-equilibrium geometry.

Positions of all 15 atoms, in Å:
C -1.618 -0.131 2.206
C -0.537 -0.131 1.136
C -0.525 1.061 0.215
Si 1.429 -0.124 -2.831
S 0.940 0.973 -0.798
H -2.621 -0.486 1.803
H -1.902 0.898 2.624
H -1.382 -0.915 3.005
H 0.367 -0.303 1.643
H -0.686 -1.153 0.503
H -1.369 0.867 -0.537
H 0.838 0.796 -3.715
H 2.785 -0.177 -3.301
H 0.544 -1.251 -2.543
H 1.088 2.244 -1.416

- Maximum force: 3.24 eV/Å
- Orbital gap: 7.26 eV
- Total charge: 0
- Calculated total energy: -807.8087 Eh


ORCA calculation (ωB97M-V with the def2-TZVPD basis set) on 2 unconnected molecules or ions with the total composition C8H19NO in a non-equilibrium geometry.

Positions of all 29 atoms, in Å:
C 2.794 -1.216 1.529
C 2.135 -0.447 0.392
N 0.810 -0.901 -0.006
C -0.266 -1.542 0.748
C 0.367 -0.387 -1.257
C 1.204 0.671 -1.986
O -0.823 -0.468 -1.529
H 3.188 -0.565 2.255
H 3.497 -1.871 1.041
H 1.960 -1.932 1.932
H 2.115 0.567 0.808
H 2.714 -0.534 -0.532
H -0.178 -2.600 0.451
H -0.440 -1.105 1.675
H -1.204 -1.271 0.173
H 0.767 1.501 -2.565
H 1.988 1.126 -1.386
H 1.697 0.175 -2.871
C -1.083 2.132 0.874
C -2.235 1.559 0.072
C -2.795 0.273 0.587
H -0.429 2.795 0.294
H -0.447 1.352 1.338
H -1.396 2.868 1.620
H -3.097 2.252 -0.067
H -1.828 1.489 -0.960
H -2.443 -0.566 0.010
H -2.407 -0.021 1.594
H -3.855 0.021 0.558

- Maximum force: 4.26 eV/Å
- Orbital gap: 9.74 eV
- SMILES string: CCN(C)C(C)=O.CCC
- Total charge: 0
- Calculated total energy: -446.1138 Eh


ORCA calculation (ωB97M-V with the def2-TZVPD basis set) on 2 unconnected molecules or ions with the total composition C17H25N4O5S2 in a non-equilibrium geometry.

Positions of all 53 atoms, in Å:
C 0.707 3.195 -4.772
C -0.087 2.824 -3.473
C -0.092 4.048 -2.530
N -0.091 3.724 -1.062
C -0.785 2.536 -0.741
N -2.128 2.442 -0.757
C -2.794 1.316 -0.454
C -2.110 0.184 -0.122
C -0.702 0.202 -0.084
C 0.013 -1.090 0.311
O 0.213 -1.302 1.477
O 0.430 -1.945 -0.651
C -0.030 1.402 -0.383
C 1.491 1.502 -0.308
C 2.237 0.649 -1.367
S 4.017 1.084 -1.166
C 4.870 0.212 -2.434
N 5.990 -0.399 -2.255
N 6.362 -0.952 -3.449
C 5.462 -0.623 -4.303
O 4.483 0.115 -3.733
H 0.519 2.383 -5.493
H 1.782 3.113 -4.539
H 0.434 4.178 -5.166
H 0.405 1.936 -3.064
H -1.124 2.641 -3.797
H 0.820 4.639 -2.716
H -0.940 4.709 -2.773
H -0.592 4.463 -0.564
H -2.634 3.292 -0.991
H -3.883 1.365 -0.472
H -2.676 -0.717 0.118
H 0.353 -1.500 -1.509
H 1.855 1.155 0.676
H 1.838 2.540 -0.395
H 2.159 -0.421 -1.139
H 1.908 0.819 -2.400
H 5.418 -0.862 -5.360
C -1.316 -4.455 4.954
C -1.073 -2.945 5.074
C -2.199 -2.239 4.310
S -3.615 -3.340 4.370
O -3.902 -3.787 3.028
O -4.630 -2.767 5.214
C -2.798 -4.664 5.250
H -0.688 -5.021 5.641
H -1.089 -4.785 3.938
H -1.104 -2.654 6.126
H -0.096 -2.662 4.685
H -2.465 -1.289 4.768
H -1.937 -2.088 3.264
H -3.176 -5.624 4.906
H -3.010 -4.536 6.312

- Maximum force: 1.78 eV/Å
- Orbital gap: 6.95 eV
- Total charge: +1
- Calculated total energy: -2054.0902 Eh